Record 1
40
Properties=species:S:1:pos:R:3:forces:R:3 method="wB97M-V/def2-TZVPD" homo_energy_ev="-19.27 / -19.26" lumo_ev="-13.714 / -13.716" orbital_gap_ha="0.204 / 0.204" molar_mass_g_mol=554.34 charge=+3 energy_ev=-40351.975 multiplicity=1
Pd -0.17284 0.67408 2.17739 0.261 0.408 -0.043
O -0.01945 -3.05520 3.88382 0.018 -0.148 0.071
C -0.15894 -1.96342 3.22267 -0.005 0.253 -0.127
O 0.47110 -0.90966 3.45799 -0.093 -0.084 0.053
C -1.14938 -1.99742 2.11268 -0.054 -0.006 -0.048
C -1.94968 -3.03307 1.67893 0.025 0.042 0.025
C -2.82812 -2.78238 0.61476 -0.021 -0.040 -0.001
C -2.89654 -1.52787 0.02358 0.032 0.034 0.018
C -2.06442 -0.52751 0.50929 0.051 -0.258 0.112
N -1.23447 -0.80325 1.50791 -0.079 0.145 -0.092
C -1.97449 0.90826 0.04424 0.152 -0.156 0.250
O -2.57477 1.36242 -0.86191 -0.150 0.102 -0.199
O -1.11358 1.63866 0.80235 0.208 0.172 -0.033
H 0.61510 -2.99623 4.62272 -0.026 0.035 -0.038
H -1.90000 -4.00408 2.15368 0.001 -0.007 0.003
H -3.46726 -3.57929 0.25414 0.022 0.008 0.021
H -3.57432 -1.30735 -0.79228 0.005 0.005 0.001
Te 2.45070 1.58305 1.62042 0.019 -0.133 0.273
C 3.42414 0.71802 3.17018 0.006 -0.018 -0.032
C 4.65353 0.11676 2.80013 0.016 0.036 -0.108
C 5.46527 -0.41751 3.77844 0.003 0.025 -0.037
C 5.04379 -0.39298 5.10554 0.051 -0.048 0.052
C 3.80249 0.15251 5.47092 -0.044 0.071 -0.078
C 2.99177 0.71471 4.51512 -0.147 -0.018 0.145
C 1.24796 3.00484 2.44376 -0.263 -0.409 -0.182
C 0.59726 3.80447 1.44361 -0.058 0.081 0.021
C -0.04308 4.96120 1.81320 0.018 -0.120 -0.178
C -0.06728 5.32389 3.15759 0.009 0.072 0.204
C 0.59457 4.56467 4.14643 -0.027 0.020 0.047
C 1.24974 3.41408 3.80930 0.128 0.002 0.234
H 4.97551 0.09641 1.76440 0.024 -0.014 -0.007
H 6.42198 -0.84984 3.51594 -0.029 0.001 -0.008
H 5.67996 -0.81699 5.87410 -0.011 0.013 -0.027
H 3.49029 0.13134 6.50696 0.004 0.014 -0.016
H 2.02481 1.12007 4.79712 0.230 -0.322 -0.027
H 0.62327 3.51040 0.40216 -0.078 -0.040 -0.034
H -0.52593 5.58224 1.07077 0.001 -0.023 -0.020
H -0.59071 6.22611 3.45590 0.031 -0.013 -0.016
H 0.60190 4.91810 5.16919 -0.006 -0.031 0.006
H 1.81645 2.86413 4.55418 -0.225 0.348 -0.188

Record 2
49
Properties=species:S:1:pos:R:3:forces:R:3 method="wB97M-V/def2-TZVPD" homo_energy_ev=-8.80 lumo_ev=0.245 orbital_gap_ha=0.332 molar_mass_g_mol=393.53 energy_ev=-51323.557 multiplicity=1 smiles="O=C(Nc1nc2ccc(S(=O)(=O)N3CCCC3)cc2s1)C1CCCCC1"
O -5.14336 -1.61162 -0.98083 -0.246 -0.028 -0.060
C -4.18503 -0.96913 -0.62793 0.326 0.186 -0.058
N -3.00581 -1.67133 -0.40265 -0.376 -0.749 -0.079
C -1.71183 -1.35656 -0.12951 0.763 0.890 0.139
N -0.85081 -2.29220 0.06372 -0.617 -0.721 -0.095
C 0.39983 -1.81229 0.30061 0.416 0.970 0.046
C 1.53396 -2.58235 0.55350 0.043 0.107 0.013
C 2.73351 -1.94172 0.78040 -0.068 -0.202 0.033
C 2.80596 -0.55473 0.75649 0.458 0.459 0.063
C 1.70613 0.23831 0.50868 0.040 0.177 0.048
C 0.50155 -0.40128 0.28232 -0.065 -0.509 -0.012
S -1.05760 0.29437 -0.04830 0.017 -0.449 0.006
H 1.80587 1.31151 0.50752 0.008 0.154 -0.012
S 4.39927 0.20735 1.03743 -0.356 -0.388 -0.322
O 5.01228 -0.39585 2.18345 0.097 -0.241 -0.047
O 4.22658 1.63550 1.02886 -0.110 -0.023 -0.159
N 5.20901 -0.34300 -0.32956 -0.468 0.192 1.016
C 6.63869 -0.55854 -0.16503 0.606 -0.069 0.290
H 6.91936 -1.45628 -0.72596 0.018 0.044 0.077
H 6.85219 -0.70809 0.89137 0.169 -0.117 -0.106
C 7.28445 0.68691 -0.76714 -0.066 -0.140 -0.059
H 7.20277 1.51504 -0.06230 0.053 0.019 0.040
H 8.32961 0.53678 -1.02856 0.056 0.037 0.028
C 6.39452 0.93732 -1.98466 0.022 -0.030 0.132
H 6.39791 1.97818 -2.29982 -0.008 0.003 -0.080
H 6.72265 0.31752 -2.81992 0.006 0.038 -0.037
C 5.00148 0.48906 -1.50957 -0.510 0.273 -0.659
H 4.47419 -0.09115 -2.27213 0.027 0.125 0.011
H 4.38320 1.34255 -1.22440 0.046 -0.016 -0.245
H 3.63564 -2.49284 0.98931 0.074 -0.187 0.001
H 1.44851 -3.65642 0.56821 0.025 -0.132 0.014
H -3.13342 -2.67629 -0.50419 -0.003 0.207 0.014
C -4.16601 0.51964 -0.38749 -0.121 0.269 -0.060
C -4.13185 0.80603 1.12412 -0.025 -0.263 0.104
C -5.45782 0.44914 1.78813 0.017 0.306 0.040
C -6.59691 1.23704 1.15144 -0.080 -0.292 -0.046
C -6.68440 0.90814 -0.33400 -0.040 0.216 0.046
C -5.36602 1.21964 -1.03761 -0.050 -0.321 -0.085
H -5.43257 0.91908 -2.08473 0.037 0.088 -0.034
H -5.18504 2.29662 -1.00412 0.046 0.032 -0.034
H -6.91575 -0.14909 -0.45931 -0.068 0.041 -0.025
H -7.48351 1.48757 -0.80035 -0.027 -0.029 -0.035
H -7.53991 0.99130 1.64251 -0.027 0.081 0.031
H -6.41731 2.30701 1.28399 -0.027 0.083 0.057
H -5.65108 -0.61955 1.67417 -0.022 -0.085 0.072
H -5.39683 0.66897 2.85598 0.020 -0.092 0.009
H -3.31981 0.25089 1.59738 0.032 0.101 0.029
H -3.93308 1.87052 1.26400 0.075 0.034 0.011
H -3.25335 0.91832 -0.84351 -0.115 -0.048 -0.023

Record 3
14
Properties=species:S:1:pos:R:3:forces:R:3 method="wB97M-V/def2-TZVPD" homo_energy_ev=-9.52 lumo_ev=0.785 orbital_gap_ha=0.379 molar_mass_g_mol=84.12 energy_ev=-7360.035 multiplicity=1 smiles=CC#CCCO
C 2.85746 0.13322 -0.19220 0.179 0.082 0.183
C 1.46071 -0.23821 -0.23312 -0.463 0.185 0.076
C 0.26101 -0.24885 -0.12603 0.647 -0.444 -0.523
C -1.11489 -0.53634 -0.48752 -0.132 -0.060 -0.144
C -2.16973 -0.05514 0.48737 -0.186 -0.334 0.011
O -2.11747 1.33493 0.71186 0.195 0.180 0.017
H 2.91288 0.52683 0.81780 0.780 0.457 0.073
H 3.59472 -0.67129 -0.28051 -0.368 0.003 -0.103
H 3.05472 0.90590 -0.94651 0.132 -0.136 0.342
H -1.27475 -0.05982 -1.45941 -0.199 -0.139 0.005
H -1.16101 -1.62395 -0.61304 -0.354 0.110 -0.060
H -3.14170 -0.26438 0.03904 -0.081 0.049 0.199
H -2.09011 -0.60993 1.43118 -0.031 0.035 -0.050
H -1.21696 1.55186 0.98820 -0.117 0.011 -0.025

Record 4
22
Properties=species:S:1:pos:R:3:forces:R:3 method="wB97M-V/def2-TZVPD" homo_energy_ev="-11.16 / -15.99" lumo_ev="-3.809 / -9.173" orbital_gap_ha="0.270 / 0.251" molar_mass_g_mol=203.19 charge=+1 energy_ev=-19383.753 multiplicity=3
C 3.07755 1.83238 0.08195 -0.102 -0.559 0.263
C 2.49628 -1.65812 1.13851 -0.190 0.300 -0.403
C 3.51288 -0.76334 -0.83592 -0.744 -0.046 0.179
C 0.78659 1.11183 0.56998 4.732 -0.357 1.399
C -1.22074 -0.02173 -0.29220 0.518 -0.659 -0.388
C 2.25022 0.86041 0.76313 -0.444 -1.466 -0.549
C 2.36979 -0.68803 0.05758 0.611 1.971 1.487
C -1.62382 -1.34975 -0.78487 -0.293 -0.508 -0.296
N 3.72165 2.59078 -0.47279 0.529 0.786 -0.523
N 2.56219 -2.40108 1.99984 0.038 -0.545 0.670
N 4.39822 -0.79906 -1.55201 0.681 -0.043 -0.572
N 1.08930 -0.84361 -0.61384 -1.086 2.624 0.684
N 0.21506 0.14639 -0.15647 -1.604 -3.758 -2.861
N 0.14923 2.14075 1.05151 -2.203 2.339 0.981
O -1.91306 0.90030 0.02283 -0.439 0.435 0.098
H 2.54235 0.79166 1.81463 0.100 -0.150 0.008
H -1.42016 -1.43736 -1.85479 -0.045 -0.003 -0.057
H -2.69272 -1.47583 -0.62842 0.046 0.053 -0.025
H -1.07458 -2.14056 -0.27699 -0.059 -0.049 0.040
H 1.15997 -0.84171 -1.63059 -0.446 -0.528 -0.238
H 0.60341 2.81144 1.65477 0.049 0.052 -0.199
H -0.84861 2.23237 0.84293 0.353 0.111 0.302

Record 5
14
Properties=species:S:1:pos:R:3:forces:R:3 method="wB97M-V/def2-TZVPD" homo_energy_ev=-9.49 lumo_ev=0.858 orbital_gap_ha=0.380 molar_mass_g_mol=97.12 energy_ev=-8836.056 multiplicity=1 smiles="O=C1CC=CCN1"
O 2.06617 -0.44541 1.59143 -0.234 -0.069 -0.224
C 1.13077 -0.33985 0.81860 0.066 -0.095 0.017
C -0.24794 -0.88537 1.14597 0.020 0.010 0.068
C -1.34785 -0.41471 0.23837 0.034 0.100 -0.174
C -1.12773 0.37875 -0.80391 -0.021 -0.071 0.154
C 0.23684 0.89717 -1.14851 -0.109 0.044 -0.063
N 1.28579 0.18101 -0.43996 0.134 0.077 0.202
H -0.45898 -0.64837 2.19430 0.025 -0.009 -0.141
H -0.15958 -1.97941 1.09935 -0.008 0.131 0.043
H -2.35796 -0.74963 0.46615 0.147 0.037 -0.059
H -1.94674 0.71096 -1.43744 0.109 -0.045 0.111
H 0.28055 1.96912 -0.89866 -0.030 -0.087 -0.107
H 0.41635 0.81824 -2.22685 -0.050 -0.046 0.133
H 2.23031 0.50751 -0.59883 -0.084 0.023 0.041

Record 6
90
Properties=species:S:1:pos:R:3:forces:R:3 method="wB97M-V/def2-TZVPD" homo_energy_ev=-10.04 lumo_ev=-2.642 orbital_gap_ha=0.272 molar_mass_g_mol=778.53 charge=+1 energy_ev=-166791.338 multiplicity=1
Ti -0.88676 0.99617 0.85428 -0.774 1.971 0.557
S 0.66845 2.61028 1.74873 -0.332 0.119 0.326
C 1.97079 2.85724 0.59460 0.176 -0.174 0.018
C 2.35627 4.17194 0.34062 0.058 -0.056 0.090
C 3.45047 4.43660 -0.45775 0.073 0.051 -0.038
C 4.17979 3.39112 -1.00095 0.044 0.004 -0.059
C 3.78808 2.08308 -0.76264 0.149 -0.166 -0.079
C 2.67337 1.79160 0.01526 -0.081 0.086 0.037
As 2.05716 -0.03463 0.40709 1.543 -0.070 -0.671
C 1.72423 -0.75987 -1.38922 -0.045 0.019 0.032
C 1.27401 -2.07564 -1.45533 0.083 0.012 0.246
C 1.00632 -2.67930 -2.67035 -0.013 -0.060 -0.027
C 1.18706 -1.96864 -3.84612 0.007 -0.018 -0.123
C 1.65203 -0.66517 -3.79751 0.031 -0.064 -0.054
C 1.92098 -0.07004 -2.57552 0.145 0.138 0.138
C 3.84275 -0.90518 0.56434 -0.277 -0.014 0.292
C 4.62042 -1.27023 -0.52961 -0.231 0.104 -0.231
C 5.83501 -1.91108 -0.35628 0.009 -0.019 -0.019
C 6.28436 -2.21605 0.91708 0.052 -0.020 -0.015
C 5.52379 -1.86144 2.01820 0.061 -0.065 0.050
C 4.31399 -1.21130 1.83914 -0.310 0.190 0.085
H 1.79914 4.97852 0.79665 -0.021 0.037 0.033
H 3.74798 5.45861 -0.63992 0.035 0.089 -0.010
H 5.05844 3.60127 -1.59438 0.031 -0.058 -0.050
H 4.38385 1.27308 -1.16778 -0.031 0.026 -0.025
H 1.15344 -2.64435 -0.53825 -0.011 -0.021 -0.046
H 0.66701 -3.70535 -2.70780 0.001 -0.073 0.029
H 0.99209 -2.43924 -4.79751 -0.040 -0.041 -0.108
H 1.81763 -0.11588 -4.71421 0.014 0.034 -0.054
H 2.30555 0.94175 -2.54498 -0.034 0.008 -0.022
H 4.27226 -1.06762 -1.53540 0.004 -0.026 -0.001
H 6.42331 -2.18514 -1.22067 0.027 -0.015 -0.040
H 7.21976 -2.73901 1.04297 0.104 -0.023 0.061
H 5.86977 -2.10639 3.01248 -0.005 0.029 0.063
H 3.71916 -0.93450 2.70571 0.066 -0.036 -0.002
N -1.77591 1.58493 3.04378 0.118 0.319 -0.183
C -1.13840 1.32276 4.33971 0.193 -0.454 0.374
C -0.62918 -0.11465 4.40757 -0.044 0.216 0.236
N 0.36119 -0.32272 3.34889 0.167 0.042 0.234
H -1.78992 2.59747 2.89297 -0.163 -0.302 -0.062
H -2.75127 1.27865 3.09508 0.421 0.170 -0.261
H -1.83712 1.48537 5.16929 0.118 0.088 -0.119
H -0.29176 2.00599 4.46739 -0.145 -0.065 -0.047
H -1.46250 -0.81438 4.25344 0.086 0.081 0.093
H -0.22018 -0.28535 5.41448 -0.140 -0.018 -0.162
H 0.89362 -1.17013 3.53379 -0.043 0.065 -0.093
H 1.03288 0.44910 3.37441 -0.142 -0.210 -0.206
C -2.72726 -3.89044 1.20918 -0.195 -0.152 -0.044
N -1.45677 -3.24322 0.93101 0.217 0.273 -0.096
C -0.47271 -3.47359 1.96941 0.179 0.009 -0.057
C -1.41494 -2.06776 0.21074 -0.228 -0.360 -0.516
N -0.77158 -1.01620 0.65999 -0.099 -0.468 0.077
N -2.01388 -2.07110 -0.99526 0.136 -0.024 0.539
C -2.17815 -0.87131 -1.78338 0.022 0.406 0.113
C -2.41220 -3.28560 -1.67141 -0.075 -0.262 -0.108
H -2.98160 -3.76806 2.26480 -0.025 0.052 0.032
H -2.66354 -4.95698 0.99840 -0.052 -0.081 -0.036
H -3.52700 -3.45228 0.62393 -0.039 0.011 -0.037
H -0.45399 -4.54303 2.17627 0.051 0.011 0.013
H -0.71110 -2.95826 2.90784 -0.029 0.046 0.011
H 0.51977 -3.17566 1.62629 -0.045 0.001 0.082
H -0.45519 -1.16116 1.62434 0.150 -0.053 -0.094
H -1.93543 0.00984 -1.18304 -0.237 -0.313 -0.416
H -3.21509 -0.80178 -2.12152 0.026 0.055 0.037
H -1.52277 -0.89745 -2.65868 0.073 -0.018 0.057
H -1.92411 -4.14797 -1.22619 -0.022 0.000 -0.030
H -2.11207 -3.21825 -2.71734 0.039 0.035 0.000
H -3.49596 -3.42111 -1.63930 0.010 -0.040 -0.019
Cl -3.47899 -0.57281 1.68466 -0.840 -0.490 0.393
C -4.34584 0.41533 0.55418 0.426 0.612 -0.264
C -5.62457 0.08200 0.18008 -0.186 -0.002 -0.063
C -6.30405 0.90051 -0.71040 0.157 0.058 0.082
C -5.69603 2.05614 -1.18064 -0.226 -0.192 0.036
C -4.41111 2.37187 -0.79933 0.505 -0.409 0.422
Cl -3.68748 3.81598 -1.39256 -0.145 0.243 -0.136
C -3.63375 1.54766 0.06276 -2.507 -0.324 -0.550
N -2.37304 1.76193 0.38322 1.973 -0.522 0.568
H -6.08436 -0.80450 0.58885 -0.068 -0.061 0.027
H -7.30581 0.65333 -1.01584 -0.157 -0.028 -0.037
H -6.23241 2.72116 -1.83954 0.011 0.065 -0.079
C -0.45729 3.90959 -1.24561 -0.166 0.042 0.542
C -0.20448 2.54876 -1.78281 -0.017 0.269 -0.166
C 0.01045 2.42891 -3.26153 -0.089 -0.390 0.071
O -0.17784 1.54329 -1.07006 0.149 -0.046 -0.154
H 0.41724 4.54161 -1.39135 0.149 -0.069 -0.107
H -0.70433 3.85340 -0.18114 0.090 0.131 -0.288
H -1.28206 4.37445 -1.78188 0.140 -0.086 -0.122
H -0.67191 3.07047 -3.81008 -0.122 0.158 0.052
H -0.11178 1.39713 -3.58113 0.032 0.022 0.000
H 1.02155 2.75290 -3.51167 0.096 0.060 0.077